Entry 1:
103
Properties=species:S:1:pos:R:3:forces:R:3:lowdin_charge:R:1 method="wB97M-V/def2-TZVPD" e_tot_ev=-98797.046 homo_energy_ev=-7.5 gap_ev=7.13
C 5.023 -1.127 2.585 -0.274 0.282 0.009 0.012
C 3.775 -0.618 2.425 0.426 -0.090 -0.110 -0.187
C 2.709 -1.146 1.470 1.469 1.663 0.181 -0.262
C 1.763 -1.961 2.458 -1.085 -0.499 0.040 -0.656
O 2.344 -2.419 3.450 -0.008 -0.017 -0.365 0.028
O 0.564 -2.025 2.117 0.611 0.196 -0.155 -0.040
N 3.475 -1.972 0.478 -0.663 0.338 -0.845 0.202
B 3.290 -3.486 0.566 0.770 -0.581 0.159 -0.785
O 2.108 -4.110 0.275 0.449 0.276 -0.151 0.208
O 4.384 -4.158 0.953 -0.382 0.257 0.672 0.054
C 4.221 -5.467 1.523 0.597 -0.528 0.220 -0.208
C 3.439 -5.446 2.820 0.234 -0.333 -0.124 -0.057
C 3.410 -1.308 -0.687 -0.889 -0.556 0.666 -0.317
N 4.300 -1.376 -1.663 0.618 -0.390 -0.647 -0.014
P 5.629 -2.488 -1.604 -0.418 -1.031 -0.186 0.433
S 5.236 -4.244 -2.261 0.013 0.022 -0.069 0.271
B 4.191 -0.449 -2.868 0.084 0.107 0.064 -0.773
O 3.621 -0.907 -4.024 -0.324 0.074 0.523 0.198
O 4.763 0.759 -2.702 -0.617 0.072 0.590 0.064
C 3.980 1.910 -3.068 0.480 0.176 -0.340 -0.026
N 2.333 -0.458 -0.767 0.032 0.842 -0.693 -0.060
C 1.247 -0.773 -1.701 -0.225 -0.444 -0.160 -0.135
C 0.174 -1.721 -1.138 -0.205 0.039 -0.314 -0.192
C -0.157 -2.841 -2.130 -0.443 0.578 -0.100 -0.202
C -1.372 -3.632 -1.659 0.123 0.088 0.753 -0.275
N -0.960 -4.767 -0.808 -0.558 0.108 -0.300 0.021
C 2.104 0.030 0.587 1.304 0.764 -0.049 -0.657
S 3.234 1.542 0.729 -0.246 0.287 -0.082 0.813
P 0.416 0.747 0.965 -1.701 -1.463 0.273 0.931
C 0.062 1.989 -0.359 0.353 -0.165 -0.104 -0.300
C 0.683 1.735 2.493 0.376 0.262 -0.600 -0.283
H 5.779 -1.134 1.808 -0.467 -1.586 -0.508 0.043
H 5.270 -1.535 3.560 0.799 1.488 0.486 0.071
H 3.481 0.211 3.064 -0.917 -1.115 1.122 0.088
H 1.863 -4.031 -0.653 -0.515 -0.016 0.095 0.094
H 3.819 -6.178 0.801 -0.237 0.231 -0.172 0.124
H 5.230 -5.809 1.749 0.117 0.117 -0.120 0.120
H 3.630 -6.395 3.325 -0.101 -0.063 0.009 0.081
H 2.367 -5.354 2.665 -0.031 0.258 0.062 0.083
H 3.819 -4.658 3.465 -0.230 0.167 0.009 0.083
H 6.553 -1.789 -2.391 0.023 0.316 0.238 0.010
H 6.012 -2.416 -0.258 0.065 0.323 -0.020 0.014
H 2.751 -0.532 -4.192 0.075 0.020 -0.479 0.114
H 2.924 1.747 -2.856 -0.048 -0.050 -0.056 0.082
H 4.314 2.744 -2.459 0.068 -0.027 0.085 0.095
H 4.150 2.150 -4.116 -0.148 -0.011 -0.076 0.100
H 1.680 -1.256 -2.578 0.230 -0.080 0.122 0.106
H 0.783 0.137 -2.078 0.131 0.194 0.167 0.106
H -0.748 -1.147 -1.029 -0.004 0.042 0.232 0.096
H 0.416 -2.084 -0.136 0.101 -0.026 0.001 0.090
H -0.423 -2.338 -3.067 0.169 -0.151 -0.180 0.113
H 0.694 -3.499 -2.322 -0.029 -0.102 -0.078 0.108
H -1.986 -2.943 -1.067 -0.118 0.082 -0.140 0.106
H -2.019 -3.949 -2.475 0.299 -0.302 -0.191 0.106
H -1.002 -4.468 0.161 0.291 -0.062 0.078 0.070
H -1.668 -5.488 -0.895 0.175 -0.207 0.080 0.048
H 4.406 1.025 0.326 -0.057 -0.196 -0.015 -0.108
H 0.921 2.263 -0.972 0.015 0.324 0.098 0.015
H -0.407 2.863 0.093 0.223 0.161 0.056 0.029
H -0.696 1.544 -1.003 0.026 -0.025 -0.096 0.012
H -0.241 1.764 3.064 -0.075 -0.139 -0.007 0.030
H 0.956 2.751 2.208 0.202 0.076 0.295 0.027
H 1.465 1.285 3.098 -0.002 0.045 0.143 0.029
N -3.844 2.862 -1.635 0.016 0.043 -0.018 0.001
C -3.398 4.138 -1.860 0.033 -0.056 0.020 -0.159
C -3.731 4.480 -3.144 0.035 -0.009 0.009 -0.113
C -4.408 3.367 -3.714 0.019 0.010 -0.020 -0.106
C -4.463 2.389 -2.759 0.030 -0.051 0.027 -0.141
H -3.734 2.352 -0.778 -0.027 -0.003 0.011 0.139
H -2.884 4.689 -1.090 0.000 0.003 0.003 0.097
H -3.517 5.422 -3.621 -0.039 0.015 0.002 0.085
H -4.809 3.297 -4.711 -0.011 0.007 -0.001 0.091
H -4.888 1.400 -2.783 -0.014 0.002 -0.008 0.106
N -4.665 -6.167 0.157 0.000 -0.021 0.015 -0.004
C -5.710 -7.050 0.100 0.020 0.010 -0.031 -0.145
C -5.586 -7.913 1.155 0.006 0.004 0.016 -0.112
C -4.423 -7.534 1.880 -0.031 -0.018 -0.019 -0.108
C -3.879 -6.454 1.240 0.052 0.037 -0.037 -0.146
H -4.502 -5.423 -0.495 -0.021 0.032 0.019 0.135
H -6.447 -6.989 -0.682 -0.006 -0.013 -0.001 0.103
H -6.255 -8.725 1.385 -0.005 -0.001 0.003 0.089
H -4.032 -8.001 2.768 0.002 0.002 0.006 0.091
H -3.004 -5.867 1.463 -0.002 -0.001 0.031 0.100
N -2.283 8.211 -2.484 -0.030 0.008 -0.024 0.001
C -3.521 7.975 -1.949 0.055 -0.014 0.044 -0.150
C -4.270 9.109 -2.109 0.009 0.020 -0.019 -0.106
C -3.452 10.066 -2.771 -0.016 -0.006 -0.001 -0.112
C -2.234 9.482 -2.989 0.026 -0.018 0.013 -0.144
H -1.526 7.553 -2.502 0.004 -0.008 -0.010 0.140
H -3.760 7.025 -1.503 -0.048 0.004 -0.006 0.089
H -5.290 9.239 -1.790 -0.005 -0.001 0.000 0.091
H -3.728 11.068 -3.054 -0.002 0.003 -0.004 0.089
H -1.342 9.859 -3.459 -0.001 0.015 0.001 0.103
N -2.487 4.041 3.733 0.038 -0.019 0.033 -0.006
C -1.769 5.064 4.291 -0.011 0.001 -0.050 -0.147
C -1.982 5.035 5.642 0.003 -0.018 0.014 -0.110
C -2.860 3.949 5.911 0.014 0.013 0.008 -0.109
C -3.151 3.354 4.714 -0.017 0.002 -0.042 -0.143
H -2.521 3.826 2.754 -0.007 -0.001 -0.009 0.131
H -1.172 5.721 3.683 -0.003 0.016 0.008 0.103
H -1.556 5.715 6.361 0.005 0.000 0.004 0.090
H -3.232 3.640 6.873 0.003 -0.005 0.005 0.091
H -3.770 2.506 4.477 -0.004 -0.006 0.013 0.105

---

Entry 2:
90
Properties=species:S:1:pos:R:3:forces:R:3:lowdin_charge:R:1 method="wB97M-V/def2-TZVPD" e_tot_ev=-69345.104 total_charge=+1 homo_energy_ev=-10.1 gap_ev=6.89
C 0.494 1.395 2.702 -0.740 0.298 0.529 -0.186
C -0.324 2.437 2.168 -0.789 -0.224 1.372 -0.209
C -1.615 1.893 1.883 0.062 0.233 1.759 -0.182
H -0.095 3.497 2.149 0.146 -0.389 -0.345 0.126
C -1.635 0.554 2.394 0.447 0.304 0.018 -0.142
C -0.335 0.237 2.869 -0.337 0.273 -0.229 -0.162
H -2.527 -0.066 2.506 0.452 0.066 -0.412 0.112
C 1.961 1.786 -0.620 -0.067 0.530 -0.734 -0.196
C 1.348 2.859 0.078 0.814 -0.018 -0.705 -0.181
C 0.122 3.187 -0.579 0.248 -0.134 -0.611 -0.104
H 1.833 3.436 0.865 -0.350 -0.392 -0.100 0.131
C 0.014 2.369 -1.737 0.886 0.088 0.054 -0.256
C 1.110 1.460 -1.740 0.097 0.432 0.291 -0.145
H -2.494 2.459 1.573 0.383 -0.209 -0.112 0.114
H -0.055 -0.698 3.345 0.076 0.237 -0.319 0.096
H 1.524 1.492 3.035 -0.245 -0.034 -0.226 0.117
H 1.324 0.730 -2.526 -0.140 0.236 0.528 0.099
H -0.543 4.028 -0.366 0.294 -0.460 0.184 0.133
H 2.960 1.379 -0.443 -0.575 0.046 0.049 0.094
Hf -0.051 0.864 0.405 1.686 -0.268 -0.666 1.426
C -0.976 2.519 -2.879 -0.084 -0.410 0.334 -0.487
C -0.211 2.666 -4.203 0.149 0.080 -0.100 -0.018
C -1.886 3.734 -2.690 0.043 0.107 -0.096 -0.030
H 0.464 3.534 -4.146 -0.189 -0.297 -0.011 0.108
H -0.902 2.837 -5.040 0.105 -0.089 0.219 0.098
H 0.392 1.776 -4.430 -0.145 0.241 0.077 0.091
H -1.282 4.652 -2.645 -0.219 -0.208 0.042 0.105
H -2.491 3.662 -1.778 0.083 0.081 -0.065 0.080
H -2.561 3.823 -3.552 0.113 0.009 0.217 0.099
C -1.847 1.234 -2.932 -0.057 0.346 -0.642 -0.031
C -2.485 0.938 -1.625 0.662 -0.979 1.496 -0.338
H -1.232 0.365 -3.224 -0.199 0.242 0.233 0.151
H -2.627 1.368 -3.694 0.194 -0.105 0.101 0.140
O -1.765 0.573 -0.604 -2.506 -0.169 -2.282 -0.152
N -3.790 0.973 -1.497 -0.244 -0.374 0.146 0.137
C -4.546 0.445 -0.331 0.052 0.139 -0.362 -0.071
H -4.332 1.331 -2.277 0.214 -0.263 0.071 0.166
C -4.937 1.533 0.631 -0.153 0.400 0.500 -0.237
C -5.131 1.230 1.987 0.125 0.205 -0.214 -0.053
H -5.064 0.183 2.302 0.050 0.414 0.065 0.121
C -5.396 2.253 2.904 -0.083 -0.039 -0.260 -0.061
H -5.504 2.013 3.966 0.009 0.119 -0.407 0.115
C -5.527 3.576 2.458 0.078 -0.193 -0.172 -0.070
H -5.731 4.375 3.172 0.055 -0.256 -0.234 0.111
C -5.410 3.867 1.093 0.017 -0.257 0.006 -0.066
H -5.547 4.885 0.724 0.044 -0.323 0.199 0.111
C -5.115 2.843 0.183 0.015 0.097 0.324 -0.053
H -5.022 3.061 -0.884 -0.008 0.118 0.385 0.104
H -3.928 -0.312 0.158 -0.063 0.129 -0.149 0.127
H -5.439 -0.042 -0.740 0.215 0.000 0.012 0.145
C 1.725 -2.589 -2.929 0.194 -0.001 -0.326 -0.231
Si 2.942 -1.960 -1.627 -0.025 -0.026 -0.023 0.332
C 4.276 -3.293 -1.445 -0.047 0.003 -0.042 -0.211
C 3.894 -0.517 -2.397 -0.014 0.025 -0.173 -0.217
Si 1.687 -1.457 0.316 -0.145 0.311 0.215 0.378
Si 0.504 -3.433 0.604 0.247 0.247 -0.184 0.290
C 1.549 -4.981 0.315 -0.278 -0.144 0.048 -0.204
C -0.226 -3.523 2.334 -0.203 -0.327 -0.007 -0.216
C -0.925 -3.404 -0.629 -0.257 -0.399 0.112 -0.225
Si 3.346 -1.539 1.980 -0.174 0.008 -0.120 0.321
C 4.419 -3.097 2.007 0.116 0.146 0.018 -0.198
C 4.415 -0.026 1.623 0.373 0.011 0.388 -0.229
C 2.695 -1.411 3.748 0.133 0.141 0.118 -0.212
H 2.289 -2.732 -3.864 -0.238 0.013 0.129 0.038
H 0.918 -1.868 -3.122 0.102 -0.155 0.027 0.014
H 1.272 -3.553 -2.664 0.143 0.247 -0.035 0.014
H 4.589 -3.568 -2.466 -0.075 0.038 0.238 0.042
H 5.162 -2.900 -0.930 -0.191 -0.098 -0.132 0.024
H 3.940 -4.202 -0.934 0.134 0.232 -0.093 0.014
H 3.248 0.267 -2.806 0.222 -0.095 0.075 0.004
H 4.598 -0.054 -1.693 -0.121 -0.081 -0.132 0.021
H 4.481 -0.921 -3.236 -0.088 0.118 0.199 0.041
H 2.400 -5.060 1.004 -0.242 0.056 -0.195 0.017
H 0.887 -5.842 0.497 0.228 0.059 -0.066 0.037
H 1.925 -5.061 -0.713 -0.122 0.038 0.237 0.018
H -0.955 -2.720 2.504 0.117 -0.144 0.006 0.013
H -0.755 -4.486 2.412 0.048 0.251 0.152 0.038
H 0.533 -3.490 3.125 -0.170 -0.009 -0.192 0.015
H -1.569 -2.527 -0.475 0.101 -0.158 0.024 0.006
H -0.592 -3.404 -1.673 -0.065 -0.002 0.249 0.006
H -1.526 -4.312 -0.459 -0.042 0.245 -0.187 0.036
H 4.985 -3.265 1.085 -0.178 0.009 0.270 0.005
H 5.143 -2.965 2.826 -0.129 -0.084 -0.163 0.040
H 3.831 -3.998 2.228 0.128 0.226 -0.040 0.022
H 3.830 0.905 1.634 0.089 -0.205 0.023 0.009
H 5.175 0.049 2.416 -0.056 0.130 -0.255 0.038
H 4.937 -0.095 0.659 -0.126 -0.013 0.195 0.020
H 2.135 -0.488 3.935 0.095 -0.178 0.032 0.001
H 2.065 -2.265 4.026 0.127 0.183 -0.064 0.018
H 3.567 -1.411 4.420 -0.231 0.005 -0.084 0.041